Record 1
C21H56BrO23S7V | ωB97M-V/def2-TZVPD

calculated total energy	-8869.40649	Ha
gap between HOMO and LUMO	8.5	eV
HOMO	-10.103	eV
energy above the lowest of the compared OMol25 structures with the same formula, charge and spin	268.88	kJ/mol

```
! RIJCOSX wB97M-V def2-TZVPD def2/J DEFGRID3
* xyz 0 1
O -4.66 -0.98 0.07
V -3.72 -0.26 1.10
O -4.22 1.26 1.29
Br -1.15 -0.01 0.09
O 2.30 5.58 0.01
S 1.60 4.52 -0.65
O 1.01 4.68 -1.97
O 2.56 3.19 -0.67
C 2.37 2.23 -1.71
C 3.11 0.84 -1.49
C 0.41 3.83 0.53
H 2.72 2.58 -2.68
H 1.31 2.10 -1.93
H 2.70 0.00 -2.05
H 3.05 0.50 -0.45
H 4.18 0.92 -1.69
H 0.92 3.51 1.44
H -0.09 3.01 0.01
H -0.27 4.66 0.72
O 6.37 -1.81 -1.17
S 5.39 -2.76 -0.67
O 5.74 -3.50 0.57
O 3.89 -2.04 -0.40
C 2.80 -2.79 -0.09
C 1.67 -2.58 -1.06
C 4.99 -4.04 -1.86
H 2.49 -2.38 0.87
H 2.93 -3.87 -0.03
H 1.89 -3.02 -2.03
H 1.41 -1.52 -1.05
H 0.84 -3.17 -0.68
H 4.32 -4.78 -1.41
H 5.90 -4.60 -2.05
H 4.66 -3.56 -2.78
O 0.77 2.38 -4.37
S -0.27 2.83 -5.32
O -0.47 2.10 -6.59
O -1.71 2.87 -4.44
C -1.72 3.41 -3.16
C -2.95 2.80 -2.45
C -0.19 4.68 -5.70
H -1.85 4.49 -3.20
H -0.82 3.21 -2.59
H -2.99 3.05 -1.39
H -3.01 1.71 -2.46
H -3.89 3.09 -2.92
H -0.13 5.15 -4.71
H -1.17 4.78 -6.16
H 0.60 4.91 -6.41
O -3.02 -4.91 2.34
S -2.40 -3.57 2.27
O -3.11 -2.44 1.60
O -1.87 -3.06 3.75
C -1.43 -3.95 4.79
C -1.26 -3.22 6.16
C -0.78 -3.67 1.42
H -0.54 -4.49 4.47
H -2.15 -4.78 4.78
H -2.17 -2.65 6.32
H -0.37 -2.60 6.25
H -1.21 -3.94 6.98
H -1.01 -4.04 0.42
H -0.08 -4.22 2.05
H -0.38 -2.66 1.39
O -3.20 0.01 3.31
S -3.11 0.50 4.70
O -1.92 0.38 5.57
O -3.51 2.15 4.80
C -3.00 3.05 3.88
C -1.46 3.12 3.75
C -4.55 -0.13 5.72
H -3.42 4.00 4.20
H -3.42 2.89 2.88
H -1.03 3.18 4.75
H -1.21 4.00 3.15
H -1.13 2.24 3.19
H -4.33 0.19 6.74
H -4.57 -1.19 5.47
H -5.48 0.36 5.43
O 2.21 0.59 5.33
S 2.46 0.50 3.87
O 2.51 1.73 3.06
O 3.77 -0.52 3.57
C 4.38 -0.48 2.31
C 5.67 0.34 2.27
C 1.15 -0.48 3.16
H 3.70 -0.15 1.53
H 4.75 -1.46 2.00
H 6.40 0.10 3.04
H 5.48 1.42 2.31
H 6.01 0.16 1.25
H 0.61 -0.95 3.98
H 1.42 -1.23 2.41
H 0.44 0.19 2.69
O -4.37 -2.56 -6.77
S -3.74 -1.44 -6.13
O -4.53 -0.29 -5.80
O -3.01 -1.97 -4.76
C -2.35 -0.91 -3.99
C -0.87 -1.32 -3.99
C -2.19 -1.02 -7.06
H -2.88 -0.96 -3.04
H -2.34 0.11 -4.38
H -0.65 -2.25 -3.46
H -0.39 -0.54 -3.39
H -0.45 -1.45 -4.99
H -2.47 -1.06 -8.11
H -1.46 -1.82 -6.98
H -1.75 -0.09 -6.71
*
```

Record 2
C21H56O21S7 | ωB97M-V/def2-TZVPD

SMILES	CCOS(C)(=O)=O.CCOS(C)(=O)=O.CCOS(C)(=O)=O.CCOS(C)(=O)=O.CCOS(C)(=O)=O.CCOS(C)(=O)=O.CCOS(C)(=O)=O
calculated total energy	-5200.83218	Ha
gap between HOMO and LUMO	10.6	eV
HOMO	-10.706	eV
energy above the lowest of the compared OMol25 structures with the same formula, charge and spin	470.05	kJ/mol

```
! RIJCOSX wB97M-V def2-TZVPD def2/J DEFGRID3
* xyz 0 1
C -0.58 -7.04 1.85
C 0.38 -6.02 2.50
O -0.32 -4.81 2.75
S 0.01 -3.52 1.61
C -1.70 -3.25 1.10
O 0.40 -2.39 2.43
O 0.83 -4.02 0.49
H -0.50 -7.06 0.76
H -1.58 -6.64 2.05
H -0.67 -8.05 2.26
H 0.45 -6.43 3.51
H 1.34 -6.05 1.98
H -1.71 -2.20 0.82
H -2.45 -3.50 1.85
H -1.85 -3.98 0.30
C 0.94 1.57 4.35
C 0.47 0.20 4.05
O -0.31 -0.23 5.19
S -1.93 0.00 5.29
C -2.50 -1.06 3.92
O -2.44 -0.71 6.51
O -2.30 1.41 5.00
H 0.23 2.38 4.16
H 1.82 1.79 3.75
H 1.27 1.60 5.39
H -0.10 0.23 3.12
H 1.27 -0.52 3.87
H -3.57 -1.06 4.10
H -2.18 -2.10 3.93
H -2.12 -0.51 3.05
C 4.82 1.27 -0.33
C 6.23 1.00 -0.07
O 6.92 2.15 -0.64
S 8.47 2.45 -0.19
C 8.80 4.06 -1.06
O 8.52 2.57 1.27
O 9.33 1.52 -0.83
H 4.57 1.24 -1.39
H 4.62 2.25 0.11
H 4.23 0.52 0.20
H 6.40 0.97 1.01
H 6.58 0.12 -0.61
H 8.78 4.04 -2.15
H 9.80 4.30 -0.70
H 8.14 4.81 -0.62
C 1.75 8.18 1.61
C 1.99 6.75 1.71
O 0.72 6.07 1.62
S 0.61 4.64 0.71
C -0.15 5.39 -0.76
O 1.93 4.14 0.41
O -0.47 3.81 1.39
H 1.05 8.52 2.37
H 1.40 8.60 0.67
H 2.71 8.67 1.80
H 2.69 6.37 0.97
H 2.62 6.46 2.55
H 0.63 6.01 -1.22
H -0.98 5.92 -0.30
H -0.49 4.56 -1.38
C -0.15 -2.90 -2.76
C -0.27 -1.40 -2.50
O -0.40 -1.15 -1.15
S -0.47 0.43 -0.57
C 1.33 0.62 -0.31
O -1.01 1.30 -1.63
O -1.20 0.26 0.69
H 0.74 -3.20 -2.22
H 0.13 -3.17 -3.78
H -1.01 -3.55 -2.55
H 0.55 -0.90 -3.02
H -1.15 -1.01 -3.00
H 1.65 0.03 0.55
H 1.51 1.68 -0.16
H 1.98 0.35 -1.14
C -4.78 3.48 3.31
C -3.95 4.20 2.26
O -4.86 4.28 1.10
S -4.15 4.64 -0.39
C -3.25 2.98 -0.74
O -5.09 4.69 -1.48
O -3.24 5.75 -0.20
H -5.60 4.11 3.65
H -4.18 3.03 4.10
H -5.28 2.63 2.86
H -3.64 5.22 2.50
H -3.06 3.59 2.11
H -4.09 2.30 -0.63
H -2.51 2.84 0.04
H -2.96 2.86 -1.78
C -3.45 -8.72 -6.97
C -3.26 -7.64 -5.80
O -3.99 -6.45 -6.10
S -3.01 -5.27 -6.56
C -2.19 -4.82 -5.04
O -2.01 -5.72 -7.55
O -3.86 -4.07 -6.90
H -4.52 -8.91 -6.88
H -2.85 -9.60 -6.72
H -3.19 -8.26 -7.92
H -3.75 -8.01 -4.90
H -2.18 -7.55 -5.64
H -2.64 -3.91 -4.64
H -1.15 -4.86 -5.35
H -2.34 -5.62 -4.32
*
```

Record 3
C21H57BIN2NbO16P3 | ωB97M-V/def2-TZVPD

calculated total energy	-3550.81576	Ha
gap between HOMO and LUMO	3.1	eV
HOMO	-4.074	eV

```
! RIJCOSX wB97M-V def2-TZVPD def2/J DEFGRID3
* xyz -1 1
C -4.57 -4.46 1.46
C -5.18 -3.15 0.72
O -4.16 -2.17 0.47
C -4.63 -0.82 0.70
C -3.52 0.32 0.50
C -2.09 -0.21 0.01
C -1.07 -0.50 1.20
C 0.36 -1.12 0.70
Nb 0.89 -3.05 1.79
C 2.87 -2.05 2.42
C 2.72 -0.91 3.52
O 1.68 -0.55 4.08
I 4.55 0.18 4.07
C -1.07 -3.97 1.11
C -1.01 -4.75 -0.31
O -0.16 -5.92 -0.18
C -0.70 -3.81 -1.57
N 0.70 -3.82 -2.05
B 1.46 -4.86 3.12
N 1.47 -6.29 2.68
O 1.89 -4.58 4.50
H -3.94 -4.16 2.37
H -3.97 -5.10 0.72
H -5.43 -5.11 1.86
H -5.73 -3.48 -0.22
H -5.96 -2.70 1.43
H -5.09 -0.77 1.75
H -5.47 -0.63 -0.06
H -3.94 1.08 -0.25
H -3.41 0.89 1.50
H -2.22 -1.06 -0.73
H -1.63 0.66 -0.60
H -1.59 -1.17 1.97
H -0.88 0.51 1.72
H 1.14 -0.33 1.03
H 0.43 -1.18 -0.44
H 1.80 -3.75 0.39
H -0.01 -2.39 3.25
H 3.52 -2.90 2.84
H 3.45 -1.63 1.52
H -1.91 -3.19 1.10
H -1.39 -4.76 1.90
H -2.09 -5.16 -0.47
H -0.39 -6.52 -0.93
H -0.95 -2.72 -1.31
H -1.39 -4.10 -2.43
H 1.13 -4.75 -2.04
H 1.28 -3.11 -1.61
H 0.51 -6.65 2.83
H 2.02 -6.79 3.41
H 1.15 -4.19 5.01
C 0.90 4.22 -5.06
O 1.29 4.39 -3.71
P 1.43 2.95 -2.78
O -0.01 2.54 -3.02
O 1.53 3.84 -1.40
C 0.63 4.93 -1.22
O 1.76 1.53 -1.88
C 3.12 1.38 -1.49
H 1.17 5.12 -5.61
H 1.40 3.36 -5.51
H -0.18 4.09 -5.12
H -0.32 4.78 -1.73
H 1.10 5.85 -1.56
H 0.44 5.03 -0.15
H 3.43 2.21 -0.85
H 3.76 1.34 -2.37
H 3.23 0.45 -0.93
C 8.96 1.02 -6.03
O 9.15 0.63 -4.68
P 7.73 0.48 -3.72
O 7.30 1.92 -3.96
O 8.65 0.39 -2.36
C 9.73 1.29 -2.20
O 6.32 0.15 -2.81
C 6.18 -1.21 -2.40
H 9.85 0.76 -6.60
H 8.10 0.51 -6.46
H 8.82 2.11 -6.09
H 9.57 2.24 -2.71
H 10.65 0.83 -2.56
H 9.85 1.49 -1.13
H 7.02 -1.52 -1.77
H 6.13 -1.86 -3.28
H 5.26 -1.32 -1.84
C -5.55 3.36 5.11
O -5.73 4.37 4.12
P -7.03 4.12 3.02
O -6.47 2.78 2.55
O -6.45 5.33 2.07
C -5.05 5.40 1.82
O -8.39 3.96 1.99
C -9.37 4.98 2.12
H -4.95 3.78 5.92
H -6.51 3.03 5.51
H -5.01 2.51 4.68
H -4.57 4.43 1.85
H -4.58 6.07 2.54
H -4.91 5.83 0.82
H -8.94 5.96 1.88
H -9.76 4.99 3.14
H -10.18 4.78 1.42
*
```